1.
The following is a DFT calculation (wB97M-V/def2-TZVPD) of C33H38ClFeN4S3Se2 as an isolated structure.

Each line ends with the Löwdin spin population.
Geometry (Å):
Fe -0.251 -1.369 2.268  1.16
C -1.281 -4.347 0.279  -0.01
Se -0.975 -3.656 2.062  -0.04
C -2.851 -3.454 2.566  0.00
C -2.944 -2.689 3.863  0.00
Se -2.276 -0.888 3.534  -0.03
C -1.880 -0.356 5.354  0.00
H -2.002 -3.739 -0.254  0.00
H -1.647 -5.360 0.421  0.00
H -0.327 -4.376 -0.242  0.00
H -3.260 -4.458 2.670  0.00
H -3.351 -2.944 1.743  0.00
H -2.345 -3.141 4.654  0.00
H -3.975 -2.626 4.201  0.00
H -1.215 -1.069 5.832  0.00
H -2.823 -0.285 5.889  0.00
H -1.408 0.621 5.303  0.00
S -0.170 0.983 1.674  0.02
C 1.158 1.088 0.650  0.00
N 1.387 2.116 -0.130  0.00
C 2.614 2.172 -0.933  0.00
C 3.746 1.577 -0.146  0.00
N 3.383 0.214 0.269  0.00
C 4.476 -0.777 0.232  0.00
C 4.885 -1.066 -1.191  0.00
C 6.160 -0.737 -1.632  0.00
C 6.533 -0.993 -2.945  0.00
C 5.629 -1.570 -3.822  0.00
C 4.350 -1.899 -3.386  0.00
C 3.980 -1.651 -2.075  0.00
C 2.153 -0.056 0.614  0.00
S 1.642 -1.624 0.999  -0.03
C 0.483 3.274 -0.253  0.00
C 1.110 4.507 0.351  0.00
C 1.428 4.535 1.707  0.00
C 2.018 5.661 2.258  0.00
C 2.288 6.767 1.460  0.00
C 1.968 6.744 0.112  0.00
C 1.383 5.612 -0.444  0.00
H 2.823 3.219 -1.145  0.00
H 2.466 1.640 -1.876  0.00
H 3.973 2.179 0.737  0.00
H 4.635 1.507 -0.769  0.00
H 4.145 -1.668 0.754  0.00
H 5.311 -0.341 0.784  0.00
H 6.873 -0.291 -0.946  0.00
H 7.531 -0.742 -3.280  0.00
H 5.920 -1.771 -4.845  0.00
H 3.649 -2.361 -4.069  0.00
H 2.988 -1.924 -1.729  0.00
H -0.458 3.020 0.224  0.00
H 0.304 3.424 -1.319  0.00
H 1.200 3.680 2.335  0.00
H 2.259 5.683 3.313  0.00
H 2.743 7.648 1.893  0.00
H 2.172 7.605 -0.510  0.00
H 1.130 5.599 -1.498  0.00
S -3.578 0.124 -3.809  0.00
C -2.859 -0.331 -2.248  0.00
C -3.386 0.118 -1.040  0.00
C -2.777 -0.265 0.139  0.00
N -1.695 -1.056 0.195  0.03
C -1.183 -1.458 -0.972  0.00
C -1.723 -1.129 -2.204  0.00
C -5.202 -0.584 -3.551  0.00
C -6.265 0.206 -3.146  0.00
C -7.497 -0.409 -2.952  0.00
N -7.704 -1.708 -3.138  0.00
C -6.678 -2.449 -3.552  0.00
C -5.407 -1.937 -3.777  0.00
H -4.258 0.757 -1.017  0.00
H -3.168 0.090 1.085  0.00
H -0.292 -2.069 -0.922  0.00
H -1.271 -1.495 -3.116  0.00
H -6.148 1.272 -2.998  0.00
H -8.355 0.174 -2.635  0.00
H -6.880 -3.501 -3.717  0.00
H -4.605 -2.573 -4.128  0.00
Cl 1.222 -0.695 4.182  0.03
C 0.674 -2.294 3.745  -0.10
H 0.064 -2.715 4.539  0.00
H 1.513 -2.923 3.471  0.00

## Properties
E_tot   -250892.48543 eV
Molecular weight   836.114 g mol⁻¹
Frontier orbital gap (spin up / spin down)   0.2603 / 0.2628 Eh
Multiplicity   2
Lowest unoccupied orbital energy (spin up / spin down)   -6.44 / -6.37 eV
Energy above the lowest of the compared OMol25 structures with the same formula, charge and spin   11.3 kcal/mol
Charge   +2

2.
The following is a DFT calculation (wB97M-V/def2-TZVPD) of one molecule with the formula C3H2N2S2 in a non-equilibrium geometry.

Each line ends with the natural charge from an NBO analysis.
Geometry (Å):
C 0.463 0.845 -0.392  -0.32
C -0.945 -1.233 -0.184  0.18
C 1.550 0.383 0.190  -0.36
N -1.780 -0.419 0.051  -0.25
N -2.126 0.769 -0.115  -0.40
S -0.301 -2.714 -0.342  -0.05
S -0.867 1.828 -0.310  0.74
H 1.792 1.008 1.066  0.21
H 2.213 -0.467 0.036  0.25

## Properties
E_tot   -27788.37566 eV
Molecular weight   130.197 g mol⁻¹
Frontier orbital gap (spin up / spin down)   0.2507 / 0.2425 Eh
Multiplicity   1
Lowest unoccupied orbital energy (spin up / spin down)   -1.35 / -1.55 eV
Energy above the lowest of the compared OMol25 structures with the same formula, charge and spin   110.3 kcal/mol

3.
The following is a DFT calculation (wB97M-V/def2-TZVPD) of a 28-piece molecular cluster, C45H136BO35 overall in a non-equilibrium geometry.

Each line ends with the Mulliken charge.
Geometry (Å):
O -1.970 0.800 -3.502  -0.36
C -1.423 0.699 -2.413  -0.02
O -0.320 0.101 -2.128  0.37
B -0.056 0.205 -0.642  0.06
O -1.017 1.255 -0.199  0.18
C -1.914 1.452 -1.150  0.19
O -2.905 2.206 -1.129  -0.81
O 1.354 0.546 -0.279  -0.29
C 1.941 -0.432 0.384  1.40
O 3.069 -0.452 0.870  -1.07
C 0.856 -1.539 0.616  -0.27
O -0.274 -1.114 0.027  -0.55
O 0.913 -2.548 1.353  -0.64
C -5.311 -0.202 -5.575  -0.06
O -6.521 -0.840 -5.545  -0.59
H -4.624 -0.742 -6.226  0.24
H -5.321 0.755 -6.098  0.21
H -4.904 -0.144 -4.566  -0.09
H -6.623 -1.468 -4.827  0.32
C 0.530 4.696 -1.396  0.19
O 1.218 5.823 -1.997  -0.60
H 0.604 3.803 -2.017  0.11
H 0.928 4.443 -0.414  -0.05
H -0.528 4.941 -1.297  0.03
H 1.034 5.778 -2.938  0.32
C 1.980 -1.945 -3.234  0.64
O 2.431 -2.740 -4.310  -0.68
H 2.817 -1.762 -2.560  -0.19
H 1.770 -0.993 -3.722  -0.12
H 1.119 -2.414 -2.758  0.02
H 2.805 -2.163 -4.980  0.36
C 4.088 -3.684 2.347  0.06
O 3.480 -4.701 3.081  -0.56
H 3.870 -3.566 1.285  -0.06
H 4.129 -2.724 2.861  -0.27
H 5.142 -3.954 2.282  0.43
H 3.986 -4.907 3.870  0.25
C -5.085 4.024 1.551  -0.63
O -3.883 4.278 0.805  0.60
H -4.994 4.594 2.476  0.32
H -5.992 4.379 1.062  0.27
H -5.187 2.951 1.712  -0.05
H -3.668 3.513 0.267  -0.05
C -5.302 5.916 -2.089  -0.06
C -6.396 6.987 -2.339  -0.74
O -7.643 6.330 -2.143  -0.53
H -5.608 5.465 -1.145  -0.04
H -4.248 6.197 -2.095  0.22
H -5.382 5.098 -2.805  0.08
H -6.449 7.319 -3.376  0.39
H -6.288 7.780 -1.599  0.28
H -7.863 6.162 -3.062  0.32
C -3.354 0.843 2.199  0.53
C -4.472 0.010 2.744  -0.69
O -3.939 -0.576 3.992  -0.54
H -3.213 1.698 2.860  0.44
H -3.506 1.225 1.189  -0.47
H -2.346 0.427 2.193  -0.41
H -4.717 -0.738 1.989  0.14
H -5.341 0.599 3.037  0.48
H -4.763 -0.842 4.407  0.31
C -3.068 4.194 -4.288  -1.01
C -2.435 3.472 -5.452  -0.02
O -3.065 2.179 -5.716  -0.46
H -4.090 4.530 -4.461  0.39
H -2.551 5.137 -4.107  0.50
H -3.155 3.718 -3.311  0.00
H -1.388 3.382 -5.162  -0.05
H -2.415 4.102 -6.341  0.46
H -2.813 1.581 -5.008  0.34
C -2.850 -3.819 2.771  0.15
C -4.004 -4.715 2.628  -0.56
O -3.668 -5.963 3.182  -0.57
H -2.758 -3.677 3.848  0.43
H -3.003 -2.843 2.311  -0.34
H -1.886 -4.162 2.398  -0.01
H -4.245 -4.836 1.572  0.24
H -4.901 -4.353 3.130  0.28
H -3.538 -5.828 4.124  0.31
C -0.701 3.809 2.559  -1.01
C 0.195 2.602 2.455  1.97
O 1.119 2.619 3.515  -0.61
H -1.355 3.936 1.697  -0.28
H -0.162 4.754 2.625  0.59
H -1.341 3.741 3.439  0.31
H 0.792 2.578 1.544  -0.24
H -0.416 1.700 2.500  -1.03
H 1.743 3.347 3.466  0.33
C -1.557 8.203 0.916  -1.47
C -2.128 6.916 0.353  1.18
O -3.513 6.986 0.687  -0.62
H -1.760 8.226 1.987  0.35
H -2.136 9.065 0.585  0.35
H -0.499 8.264 0.660  0.36
H -1.726 5.968 0.710  -0.56
H -1.997 6.857 -0.727  0.12
H -3.798 6.073 0.611  0.24
C -3.044 -2.305 -1.200  0.72
C -4.410 -1.606 -1.273  -0.16
O -5.242 -2.238 -0.319  -0.52
H -2.409 -1.817 -1.939  -1.03
H -3.050 -3.380 -1.379  0.70
H -2.604 -2.176 -0.211  -0.33
H -4.849 -1.683 -2.267  0.34
H -4.385 -0.528 -1.112  -0.11
H -5.381 -3.095 -0.729  0.37
C 1.059 -1.800 4.908  -0.82
C -0.054 -1.142 4.047  1.95
O -1.128 -0.775 4.876  -0.73
H 0.672 -2.612 5.523  0.32
H 1.568 -1.112 5.583  0.03
H 1.785 -2.305 4.272  0.00
H -0.491 -1.820 3.314  -0.51
H 0.355 -0.353 3.416  -0.57
H -1.975 -0.777 4.424  0.37
C 5.469 3.936 0.948  -1.70
C 4.407 2.795 0.855  0.10
O 4.992 1.450 0.827  1.27
H 5.750 4.171 1.975  0.36
H 4.940 4.841 0.650  0.42
H 6.301 3.785 0.261  0.33
H 3.846 2.963 -0.064  0.18
H 3.752 2.866 1.724  0.14
H 4.205 0.901 0.808  -0.31
C 2.676 -6.654 -1.680  -0.41
C 2.023 -7.999 -1.915  -0.41
O 2.762 -8.988 -1.252  -0.56
H 3.751 -6.587 -1.846  0.32
H 2.461 -6.286 -0.676  0.11
H 2.145 -5.995 -2.367  0.10
H 1.963 -8.314 -2.957  0.33
H 0.986 -7.960 -1.582  0.22
H 2.452 -9.064 -0.347  0.32
C 8.097 0.783 4.593  -1.05
C 7.783 1.653 3.417  -0.04
O 7.419 0.866 2.301  -0.61
H 8.578 -0.139 4.267  0.27
H 7.194 0.577 5.168  0.09
H 8.834 1.302 5.207  0.45
H 8.636 2.272 3.139  0.41
H 6.896 2.195 3.745  0.10
H 6.627 1.235 1.904  0.28
C -1.554 -2.718 -4.502  -0.28
C -0.642 -2.677 -5.673  0.26
O 0.273 -3.760 -5.583  -0.63
H -1.098 -2.966 -3.544  0.18
H -2.396 -3.396 -4.643  0.40
H -1.959 -1.728 -4.293  -0.19
H -0.101 -1.752 -5.874  -0.39
H -1.223 -2.780 -6.589  0.42
H 0.838 -3.554 -4.835  0.25
C 5.724 -2.485 -1.408  -0.79
C 6.591 -2.903 -0.281  0.25
O 7.884 -3.190 -0.747  -0.65
H 4.690 -2.690 -1.132  -0.01
H 5.922 -3.117 -2.274  0.47
H 5.839 -1.468 -1.784  0.29
H 6.156 -3.758 0.238  0.06
H 6.732 -2.033 0.360  0.08
H 8.116 -2.564 -1.438  0.32
C 0.451 1.151 -6.298  -0.70
C 1.203 1.648 -5.100  0.50
O 2.537 1.371 -5.323  -0.51
H 0.649 0.082 -6.372  0.12
H 0.725 1.601 -7.252  0.40
H -0.624 1.253 -6.145  -0.03
H 0.886 1.065 -4.236  -0.86
H 1.123 2.719 -4.913  0.59
H 2.875 2.147 -5.776  0.36
C 5.072 1.411 -2.736  -0.38
C 6.351 2.071 -2.199  -0.49
O 6.944 1.226 -1.119  -0.64
H 4.475 0.890 -1.987  -0.25
H 5.236 0.724 -3.566  0.40
H 4.376 2.154 -3.125  0.36
H 6.209 3.095 -1.852  0.21
H 7.034 2.116 -3.047  0.40
H 6.418 1.346 -0.325  0.22
C -6.854 0.781 -0.257  -1.02
C -7.866 1.767 0.290  -0.02
O -8.614 1.087 1.277  -0.55
H -7.353 -0.055 -0.748  0.49
H -6.236 0.413 0.562  0.36
H -6.184 1.210 -1.002  0.19
H -8.410 2.220 -0.538  0.32
H -7.323 2.637 0.660  -0.11
H -8.737 0.209 0.910  0.35
C 4.188 0.555 4.340  0.74
C 3.922 0.894 5.811  -0.31
O 5.031 0.413 6.461  -0.63
H 4.632 -0.421 4.144  -0.26
H 4.896 1.294 3.964  -0.32
H 3.358 0.759 3.664  -0.05
H 3.026 0.368 6.139  0.18
H 3.727 1.958 5.951  0.29
H 5.343 -0.471 6.254  0.32
C -1.176 -7.475 6.954  -1.30
C -1.084 -7.102 5.467  0.02
O -1.328 -5.778 5.366  -0.51
H -0.347 -7.052 7.521  0.30
H -1.180 -8.561 7.056  0.39
H -2.131 -7.106 7.330  0.29
H -1.867 -7.527 4.840  0.26
H -0.134 -7.463 5.074  0.26
H -0.939 -5.512 4.530  0.18
O 0.268 -7.112 1.620  -0.63
H -0.582 -7.130 1.180  0.31
H 0.313 -6.243 2.019  0.31
O 0.687 -4.736 3.376  -0.06
H 0.506 -3.934 2.886  0.08
H 1.635 -4.848 3.312  0.27
O -2.340 1.783 -8.405  -0.68
H -3.112 1.327 -8.741  0.27
H -2.581 2.039 -7.515  0.37
O 6.777 -1.817 3.047  -0.52
H 6.903 -0.869 2.997  0.25
H 6.437 -1.967 3.929  0.31

## Properties
E_tot   -121210.12204 eV
Molecular weight   1248.360 g mol⁻¹
Frontier orbital gap   0.3352 Eh
Multiplicity   1
Lowest unoccupied orbital energy   1.20 eV
Charge   -1

4.
The following is a DFT calculation (wB97M-V/def2-TZVPD) of one molecule with the formula C25H33N3O6S in a non-equilibrium geometry.

Each line ends with the natural charge from an NBO analysis.
Geometry (Å):
C -6.765 -3.407 -1.446  -0.61
C -6.652 -1.984 -1.977  -0.40
C -5.351 -1.321 -1.516  -0.23
N -5.245 -1.273 -0.078  -0.69
C -6.117 -0.414 0.685  -0.23
C -6.050 1.072 0.314  -0.42
C -6.783 1.921 1.345  -0.60
S -3.785 -1.646 0.607  2.34
O -4.017 -1.939 1.991  -0.94
O -3.156 -2.634 -0.219  -0.94
C -2.816 -0.136 0.513  -0.32
C -2.209 0.199 -0.683  -0.21
C -1.508 1.388 -0.781  -0.13
C -1.423 2.235 0.321  -0.14
C -0.745 3.563 0.214  0.67
O -1.287 4.592 0.565  -0.59
N 0.490 3.582 -0.355  -0.61
C 1.342 2.511 -0.665  0.10
C 1.432 1.383 0.142  -0.15
C 2.279 0.341 -0.188  -0.31
C 3.063 0.418 -1.334  0.29
O 3.922 -0.550 -1.767  -0.50
C 4.046 -1.735 -1.010  -0.16
C 4.687 -1.553 0.373  0.65
O 4.164 -2.038 1.359  -0.63
N 5.825 -0.836 0.435  -0.43
C 6.628 -0.360 -0.669  -0.25
C 7.988 -1.073 -0.635  -0.08
O 8.638 -0.877 0.598  -0.52
C 7.855 -1.360 1.668  -0.08
C 6.493 -0.662 1.713  -0.26
C 3.001 1.565 -2.127  -0.25
C 2.153 2.599 -1.795  -0.21
C -2.055 1.894 1.513  -0.17
C -2.744 0.698 1.613  -0.20
H -6.722 -3.404 -0.360  0.21
H -7.701 -3.861 -1.762  0.21
H -5.940 -4.012 -1.812  0.21
H -6.659 -1.991 -3.069  0.21
H -7.505 -1.392 -1.643  0.19
H -5.264 -0.316 -1.954  0.18
H -4.507 -1.926 -1.849  0.23
H -7.147 -0.770 0.581  0.20
H -5.818 -0.554 1.725  0.23
H -5.007 1.388 0.255  0.21
H -6.504 1.227 -0.667  0.20
H -7.828 1.627 1.410  0.20
H -6.736 2.972 1.073  0.22
H -6.331 1.799 2.327  0.20
H -2.281 -0.481 -1.516  0.24
H -1.035 1.662 -1.712  0.22
H 0.842 4.510 -0.559  0.41
H 0.845 1.317 1.044  0.22
H 2.326 -0.513 0.467  0.24
H 4.666 -2.403 -1.615  0.21
H 3.071 -2.212 -0.855  0.21
H 6.135 -0.531 -1.622  0.23
H 6.786 0.718 -0.541  0.20
H 8.653 -0.667 -1.399  0.20
H 7.840 -2.149 -0.815  0.16
H 8.422 -1.158 2.577  0.20
H 7.704 -2.445 1.565  0.17
H 5.861 -1.092 2.490  0.25
H 6.632 0.409 1.894  0.20
H 3.626 1.621 -3.004  0.23
H 2.112 3.481 -2.416  0.22
H -1.996 2.571 2.352  0.23
H -3.228 0.395 2.528  0.25

## Properties
E_tot   -54051.14697 eV
Molecular weight   503.621 g mol⁻¹
Frontier orbital gap   0.3190 Eh
SMILES string   CCCN(CCC)S(=O)(=O)c1ccc(C(=O)Nc2ccc(OCC(=O)N3CCOCC3)cc2)cc1
Multiplicity   1
Lowest unoccupied orbital energy   0.24 eV
Energy above the lowest of the compared OMol25 structures with the same formula, charge and spin   25.2 kcal/mol